55
Properties=species:S:1:pos:R:3:forces:R:3 method="wB97M-V/def2-TZVPD" de_lowest_kcal_mol=19.3 total_energy_ha=-1223.72832 homo_lumo_gap_ev=8.604 max_force_ev_per_a=0.58
C 3.0920 0.2661 2.8223 -0.021 0.081 -0.110
H 2.2541 0.6009 3.4262 -0.068 -0.006 0.076
H 3.9913 0.3085 3.4304 0.064 -0.028 0.075
H 2.9209 -0.7672 2.5261 0.010 -0.125 0.000
C 3.2491 1.1832 1.6052 0.170 0.000 0.113
C 2.0583 1.0873 0.7013 0.048 0.058 -0.100
N 2.1112 0.2437 -0.3107 -0.450 0.159 -0.120
C 3.1733 -0.6581 -0.6766 0.513 -0.167 -0.212
C 2.6574 -1.7360 -1.6294 -0.093 -0.184 0.460
H 3.5219 -2.1827 -2.1241 0.011 0.050 -0.061
H 2.0408 -1.2676 -2.3979 0.026 0.013 -0.159
C 1.8654 -2.8916 -0.9668 0.171 0.122 -0.343
N 0.5100 -2.6478 -0.5575 0.005 0.142 -0.033
C -0.4161 -2.2306 -1.5905 -0.263 -0.096 0.027
C -1.7966 -2.8520 -1.3862 0.255 0.138 -0.181
H -2.4430 -2.5911 -2.2206 -0.159 0.040 -0.060
H -1.7154 -3.9343 -1.3257 -0.019 -0.113 0.025
H -2.2556 -2.4873 -0.4715 -0.107 0.037 0.148
H -0.0212 -2.5743 -2.5495 0.020 0.049 -0.027
H -0.5260 -1.1366 -1.6378 0.071 -0.128 -0.097
C 0.2940 -2.0905 0.7616 -0.129 -0.411 0.307
C -0.1882 -3.1602 1.7449 0.084 0.334 -0.077
H 0.5475 -3.9574 1.8173 0.072 -0.106 0.023
H -0.3322 -2.7261 2.7317 -0.038 -0.006 0.195
H -1.1255 -3.5937 1.4105 -0.114 -0.068 -0.038
H -0.4452 -1.2850 0.7073 0.064 0.095 -0.010
H 1.2171 -1.6567 1.1572 -0.057 0.087 -0.050
H 1.8411 -3.7116 -1.6947 0.110 -0.004 0.075
H 2.4207 -3.2490 -0.0956 0.067 -0.073 -0.020
H 3.6045 -1.1289 0.2118 0.011 0.054 -0.033
H 3.9699 -0.0931 -1.1805 -0.033 -0.087 0.138
H 1.2733 0.2505 -0.9108 0.123 0.071 0.211
C 0.8893 1.8499 0.9142 -0.062 -0.032 -0.070
C -0.2213 1.7239 -0.0018 0.402 -0.065 -0.023
O -0.2101 1.0256 -1.0200 -0.027 0.044 0.033
N -1.3817 2.4332 0.2721 -0.386 -0.058 -0.303
C -1.5326 3.3392 1.3034 0.116 0.033 0.273
O -2.5482 3.9582 1.5048 -0.114 0.112 0.032
N -0.4208 3.4696 2.0915 0.079 0.284 0.351
C 0.7833 2.7757 2.0229 -0.157 -0.023 -0.139
O 1.6154 3.0083 2.8800 0.141 0.074 0.244
H -0.5013 4.1207 2.8645 -0.013 -0.140 -0.155
C -2.5038 2.2266 -0.5947 -0.301 -0.016 -0.202
C -3.0788 0.9678 -0.6740 0.006 0.160 0.040
C -4.1550 0.7616 -1.5175 -0.007 -0.063 0.037
C -4.6624 1.8104 -2.2655 -0.059 0.012 -0.059
C -4.0896 3.0674 -2.1736 -0.010 0.035 -0.048
C -3.0034 3.2797 -1.3430 0.108 -0.137 0.066
H -2.5499 4.2557 -1.2665 0.038 0.080 0.028
H -4.4855 3.8872 -2.7540 -0.034 0.066 -0.044
H -5.5062 1.6481 -2.9195 -0.068 -0.010 -0.050
H -4.6005 -0.2197 -1.5847 -0.037 -0.084 -0.006
H -2.6809 0.1570 -0.0830 0.065 -0.076 0.057
H 3.3455 2.2055 1.9667 0.028 -0.121 -0.151
H 4.1495 0.9174 1.0502 -0.049 -0.004 -0.054